one | Here is a 2-piece molecular cluster, C5H10N3 overall from OMol25. Energies are from ωB97M-V with the def2-TZVPD basis set.

Computed properties:
**Lowest unoccupied orbital energy**: -3.55 eV
**Net charge**: +1
**Frontier orbital gap**: 0.4071 hartree
**HOMO energy**: -14.63 eV

Element x y z (Å)
C -2.84 1.09 -0.33
C -3.54 0.55 0.49
C 1.19 1.52 -0.30
C 0.43 -0.87 0.09
C 1.88 -1.30 0.12
N 2.43 1.33 -0.47
N 0.19 0.45 -0.17
N -0.60 -1.59 0.18
H -2.28 1.42 -1.15
H -4.15 0.17 1.30
H 0.49 2.38 -0.26
H 1.89 -2.13 0.82
H 2.69 -0.58 0.28
H 2.03 -1.81 -0.81
H 2.95 2.24 -0.51
H -0.76 0.79 0.10
H -1.51 -1.06 0.13
H -0.49 -2.60 0.51


two | Here is an isolated ion of composition C5H10N3 and charge +1 from OMol25. Energies are from ωB97M-V with the def2-TZVPD basis set.

Computed properties:
**Lowest unoccupied orbital energy (alpha / beta)**: -4.92 / -4.92 eV
**Net charge**: +1
**Structure (SMILES)**: C=N/N=C\[NH+]=C\CC
**Frontier orbital gap (alpha / beta)**: 0.2950 / 0.2951 hartree
**HOMO energy (alpha / beta)**: -12.94 / -12.95 eV

Element x y z (Å)
C -1.10 -0.21 2.83
N -1.36 -0.81 1.77
N -2.10 -1.23 0.85
C -2.00 -1.16 -0.47
N -1.01 -0.58 -1.26
C 0.08 -0.09 -0.74
C 1.25 0.45 -1.45
C 2.16 1.25 -0.44
H -0.35 -0.58 3.54
H -1.50 0.74 3.28
H -2.62 -2.02 -0.99
H -1.04 -0.38 -2.28
H -0.04 -0.22 0.27
H 1.56 -0.37 -2.13
H 0.97 1.15 -2.20
H 1.70 2.06 0.06
H 3.03 1.64 -0.94
H 2.38 0.38 0.32


Most stable structure - one; separation to the second - 0.0709 hartree.


one | Here is a 2-piece molecular cluster, C2H6N2O3 overall from OMol25. Energies are from ωB97M-V with the def2-TZVPD basis set.

Computed properties:
**Lowest unoccupied orbital energy**: 0.11 eV
**Net charge**: 0
**Structure (SMILES)**: NC(=O)NC=O.O
**Frontier orbital gap**: 0.3944 hartree
**HOMO energy**: -10.62 eV

Element x y z (Å)
N -1.54 0.24 -0.50
C -1.14 0.58 0.73
O -1.91 0.96 1.58
N 0.25 0.47 1.15
C 1.38 0.62 0.39
O 2.14 1.55 0.51
H -1.03 -0.19 -1.26
H -2.35 0.79 -0.76
H 0.32 1.15 1.91
H 1.93 -0.34 0.09
O 0.43 -1.95 -1.63
H 0.72 -2.69 -1.07
H 0.80 -1.21 -1.12


two | Here is a 2-piece molecular cluster, C2H6N2O3 overall from OMol25. Energies are from ωB97M-V with the def2-TZVPD basis set.

Computed properties:
**Lowest unoccupied orbital energy**: 0.30 eV
**Net charge**: 0
**Structure (SMILES)**: NC(=O)NC=O.O
**Frontier orbital gap**: 0.4083 hartree
**HOMO energy**: -10.81 eV

Element x y z (Å)
N -0.79 -0.88 -1.47
C -0.82 -1.89 -0.50
O -1.12 -3.05 -0.57
N -0.65 -1.34 0.80
C -0.12 -0.18 1.30
O -0.21 0.99 0.84
H -0.59 0.08 -0.97
H -0.16 -0.99 -2.30
H -1.15 -2.00 1.41
H 0.22 -0.53 2.24
O 2.19 3.20 -0.45
H 1.91 3.68 0.36
H 1.30 2.90 -0.68


Most stable structure - two; separation to the second - 0.0028 hartree.


one | Here is C5H9NO3 as an isolated structure from OMol25. Energies are from ωB97M-V with the def2-TZVPD basis set.

Computed properties:
**Lowest unoccupied orbital energy**: -0.33 eV
**Net charge**: 0
**Frontier orbital gap**: 0.2934 hartree
**HOMO energy**: -8.31 eV

Element x y z (Å)
C 0.23 0.42 0.98
C 1.26 -0.09 -0.13
C 0.47 -0.35 -1.29
C -0.48 -1.35 -0.59
C -1.18 -0.29 0.33
H 0.48 2.58 1.17
H 0.50 0.14 2.07
H 1.85 -0.94 0.35
H 1.21 2.06 0.26
H 0.13 0.74 -1.47
H 0.24 -2.27 -2.23
H -0.16 -2.12 0.15
H -1.47 0.47 -0.36
H -2.72 0.18 1.47
N -0.25 -1.40 -2.00
O 0.04 1.78 0.58
O 2.19 1.02 -0.43
O -2.35 -0.58 1.14


two | Here is one molecule with the formula C5H9NO3 from OMol25. Energies are from ωB97M-V with the def2-TZVPD basis set.

Computed properties:
**Lowest unoccupied orbital energy**: 0.45 eV
**Net charge**: 0
**Structure (SMILES)**: CN1[C@@]2(O)[C@](C)(O)[C@@]12O
**Frontier orbital gap**: 0.3125 hartree
**HOMO energy**: -8.05 eV

Element x y z (Å)
C -2.41 0.11 -0.23
N -1.11 -0.53 -0.15
C 0.05 0.71 0.53
O -0.09 1.92 1.08
C 1.20 -0.18 0.20
C 1.43 -1.54 0.79
O 2.40 0.47 -0.08
C -0.03 0.13 -0.77
O 0.10 0.68 -2.03
H -2.35 1.20 -0.35
H -2.95 -0.31 -1.08
H -2.98 -0.13 0.66
H 0.18 1.89 2.01
H 2.02 -1.45 1.70
H 1.98 -2.15 0.07
H 0.48 -2.02 1.02
H 2.23 1.17 -0.72
H -0.14 0.00 -2.67


three | Here is one molecule with the formula C5H9NO3 from OMol25. Energies are from ωB97M-V with the def2-TZVPD basis set.

Computed properties:
**Lowest unoccupied orbital energy**: 0.42 eV
**Net charge**: 0
**Structure (SMILES)**: CC(=O)[N@H+](C)[C@@]1([O-])CO1
**Frontier orbital gap**: 0.3348 hartree
**HOMO energy**: -8.69 eV

Element x y z (Å)
C 0.45 2.02 -0.35
C 0.59 0.56 -0.73
O 1.13 0.17 -1.73
N 0.60 -0.35 0.50
C 1.25 -1.66 0.30
C -1.12 -0.27 0.98
O -1.12 0.37 2.00
C -1.81 -0.36 -0.61
O -2.14 -1.07 0.64
H 1.41 2.38 0.03
H 0.20 2.59 -1.24
H -0.30 2.17 0.42
H 0.97 0.11 1.33
H 0.64 -2.26 -0.36
H 2.23 -1.50 -0.15
H 1.44 -2.12 1.27
H -1.80 -1.10 -1.41
H -2.62 0.32 -0.88


Most stable structure - three; separation to the second - 0.0122 hartree.


one | Here is a 2-piece molecular cluster, C5H9NO3 overall from OMol25. Energies are from ωB97M-V with the def2-TZVPD basis set.

Computed properties:
**Lowest unoccupied orbital energy**: -0.19 eV
**Net charge**: 0
**Structure (SMILES)**: C=C(C=O)C(N)=O.CO
**Frontier orbital gap**: 0.3472 hartree
**HOMO energy**: -9.63 eV

Element x y z (Å)
C 0.21 -0.76 1.74
C 0.67 -0.17 0.67
C 0.58 1.22 0.24
O 0.52 1.60 -0.93
C 2.17 -0.49 0.11
N 2.26 -0.46 -1.23
O 3.03 -0.89 0.87
H -0.67 -0.38 2.25
H 0.65 -1.68 2.09
H 0.34 1.92 1.06
H 1.65 0.18 -1.73
H 3.11 -0.80 -1.66
C -2.55 -0.21 -0.64
O -2.02 0.85 0.11
H -3.60 -0.04 -0.92
H -2.49 -1.10 -0.01
H -1.97 -0.40 -1.55
H -1.89 1.62 -0.47


two | Here is one molecule with the formula C5H9NO3 from OMol25. Energies are from ωB97M-V with the def2-TZVPD basis set.

Computed properties:
**Lowest unoccupied orbital energy**: -0.23 eV
**Net charge**: 0
**Structure (SMILES)**: O=NOC[C@@H]1CCCO1
**Frontier orbital gap**: 0.3560 hartree
**HOMO energy**: -9.92 eV

Element x y z (Å)
O 3.60 0.91 0.45
N 2.89 0.78 -0.45
O 2.63 -0.61 -0.72
C 1.50 -1.09 0.01
C 0.24 -0.28 -0.24
C -0.42 0.42 0.94
C -1.65 0.96 0.21
C -1.99 -0.25 -0.70
O -0.84 -1.11 -0.70
H 1.74 -1.12 1.08
H 1.34 -2.10 -0.34
H 0.41 0.46 -1.03
H 0.18 1.11 1.52
H -0.78 -0.40 1.56
H -1.36 1.80 -0.42
H -2.47 1.25 0.86
H -2.85 -0.79 -0.32
H -2.19 0.06 -1.72


Most stable structure - one; separation to the second - 0.0722 hartree.


one | Here is one molecule with the formula C5H9NO3 from OMol25. Energies are from ωB97M-V with the def2-TZVPD basis set.

Computed properties:
**Lowest unoccupied orbital energy (alpha / beta)**: 0.47 / 0.47 eV
**Net charge**: 0
**Frontier orbital gap (alpha / beta)**: 0.2681 / 0.2681 hartree
**HOMO energy (alpha / beta)**: -6.83 / -6.83 eV

Element x y z (Å)
C 0.11 -1.22 0.01
C -0.57 -2.00 1.09
C 2.17 1.27 0.13
N -0.11 0.15 0.07
C -1.58 1.02 -0.57
C 1.13 0.60 -0.72
O -2.32 0.15 -1.25
O -1.79 2.18 -0.39
O 1.11 0.59 -1.92
H -3.12 0.61 -1.58
H -0.09 0.54 1.01
H 0.07 -1.62 -0.99
H -0.30 -3.05 1.02
H -1.67 -1.93 1.00
H -0.31 -1.65 2.10
H 3.07 1.43 -0.46
H 1.80 2.25 0.45
H 2.39 0.67 1.02


two | Here is one molecule with the formula C5H9NO3 from OMol25. Energies are from ωB97M-V with the def2-TZVPD basis set.

Computed properties:
**Lowest unoccupied orbital energy**: 0.44 eV
**Net charge**: 0
**Structure (SMILES)**: CN1C[C@]1(CO)C(=O)O
**Frontier orbital gap**: 0.3702 hartree
**HOMO energy**: -9.63 eV

Element x y z (Å)
C 1.24 -0.76 -1.78
N 1.04 0.36 -0.87
C -0.12 1.20 -1.01
C 0.04 0.29 0.16
C -0.87 -0.91 0.38
O -0.45 -1.46 1.62
C 0.43 0.83 1.51
O 1.55 0.99 1.93
O -0.73 1.23 2.40
H 0.31 -1.18 -2.17
H 1.84 -0.41 -2.63
H 1.80 -1.55 -1.25
H 0.03 2.27 -0.89
H -0.89 0.91 -1.74
H -1.92 -0.60 0.47
H -0.80 -1.66 -0.42
H -0.98 -0.93 2.43
H -1.52 1.39 1.87


three | Here is one molecule with the formula C5H9NO3 from OMol25. Energies are from ωB97M-V with the def2-TZVPD basis set.

Computed properties:
**Lowest unoccupied orbital energy**: 0.66 eV
**Net charge**: 0
**Structure (SMILES)**: C/C=C(/[O-])[N@@+](C)(O)C=O
**Frontier orbital gap**: 0.3311 hartree
**HOMO energy**: -8.35 eV

Element x y z (Å)
C 2.04 0.86 0.60
C 1.50 -0.33 -0.14
C 0.41 -1.15 0.25
O 0.20 -2.34 0.17
N -0.89 -0.20 0.14
C -2.16 -0.91 -0.06
O -1.04 0.76 1.16
C -0.18 0.57 -1.11
O -0.14 1.79 -1.08
H 1.47 1.17 1.47
H 2.10 1.73 -0.08
H 3.05 0.65 0.97
H 2.24 -0.92 -0.68
H -2.92 -0.18 -0.33
H -2.42 -1.41 0.87
H -2.03 -1.65 -0.84
H -0.92 1.60 0.67
H -0.30 -0.05 -2.00


Most stable structure - two; separation to the second - 0.0382 hartree.


one | Here is an isolated ion of composition C5H12 and charge +1 from OMol25. Energies are from ωB97M-V with the def2-TZVPD basis set.

Computed properties:
**Lowest unoccupied orbital energy (alpha / beta)**: -2.81 / -9.83 eV
**<S²>**: 0.753
**Net charge**: +1
**Frontier orbital gap (alpha / beta)**: 0.5061 / 0.2562 hartree
**Multiplicity**: 2
**HOMO energy (alpha / beta)**: -16.58 / -16.80 eV

Element x y z (Å)
C 1.25 1.56 -0.18
C -0.06 0.91 -0.52
C -0.09 -0.68 -0.22
C 0.57 -0.92 1.11
C -1.61 -0.98 -0.26
H 2.10 1.12 -0.66
H 1.43 1.61 0.89
H 1.11 2.65 -0.35
H -0.63 1.15 -1.42
H -0.74 1.48 0.14
H 0.42 -1.11 -1.09
H 0.20 -1.86 1.56
H 1.66 -0.97 1.09
H 0.19 -0.23 1.86
H -1.91 -1.11 -1.29
H -1.78 -1.70 0.54
H -2.17 -0.10 0.09


two | Here is a 2-piece molecular cluster, C5H12 overall from OMol25. Energies are from ωB97M-V with the def2-TZVPD basis set.

Computed properties:
**Lowest unoccupied orbital energy (alpha / beta)**: -4.98 / -9.63 eV
**<S²>**: 0.753
**Net charge**: +1
**Frontier orbital gap (alpha / beta)**: 0.3548 / 0.1835 hartree
**Multiplicity**: 2
**HOMO energy (alpha / beta)**: -14.63 / -14.62 eV

Element x y z (Å)
C -1.09 0.51 2.90
C -1.21 -0.09 1.42
H -1.38 1.50 3.11
H -0.15 0.31 3.38
H -1.91 -0.12 3.38
H -0.50 0.34 0.75
H -0.85 -1.16 1.39
H -2.24 -0.05 1.02
C 0.30 -0.28 -2.69
C 1.48 0.14 -1.99
C 1.73 -0.27 -0.77
H 0.02 -1.32 -2.71
H -0.51 0.43 -2.35
H 0.46 -0.11 -3.85
H 2.28 0.87 -2.42
H 2.63 0.14 -0.33
H 0.95 -0.85 -0.25


Most stable structure - one; separation to the second - 0.0273 hartree.


one | Here is an isolated ion of composition C3H3N2O and charge +1 from OMol25. Energies are from ωB97M-V with the def2-TZVPD basis set.

Computed properties:
**Lowest unoccupied orbital energy (alpha / beta)**: -8.14 / -8.14 eV
**Net charge**: +1
**Frontier orbital gap (alpha / beta)**: 0.2724 / 0.2730 hartree
**HOMO energy (alpha / beta)**: -15.55 / -15.57 eV

Element x y z (Å)
C -0.70 -1.16 -0.31
C -0.31 0.90 0.44
C 0.61 -1.43 -0.54
N -1.16 -0.04 0.15
N 0.50 1.55 -0.28
O 1.76 -1.45 -0.43
H -1.46 -1.84 -0.75
H -0.46 1.37 1.45
H 1.23 2.10 0.27


two | Here is a 2-piece molecular cluster, C3H3N2O overall from OMol25. Energies are from ωB97M-V with the def2-TZVPD basis set.

Computed properties:
**Lowest unoccupied orbital energy (alpha / beta)**: -6.76 / -5.11 eV
**Net charge**: +1
**Frontier orbital gap (alpha / beta)**: 0.2016 / 0.3786 hartree
**HOMO energy (alpha / beta)**: -12.25 / -15.42 eV

Element x y z (Å)
C 0.86 -1.32 0.22
C 2.96 -0.02 0.04
C -1.86 1.14 -0.13
N 1.85 -0.61 0.11
N -1.72 -0.06 0.09
O 3.84 0.65 -0.07
H -2.79 1.64 -0.21
H -2.45 -0.81 -0.25
H -0.69 -0.60 0.21


three | Here is C3H3N2O as an isolated structure from OMol25. Energies are from ωB97M-V with the def2-TZVPD basis set.

Computed properties:
**Lowest unoccupied orbital energy**: -9.56 eV
**Net charge**: +1
**Frontier orbital gap**: 0.3054 hartree
**HOMO energy**: -17.88 eV

Element x y z (Å)
C 3.35 0.61 0.01
C 1.50 0.08 -0.01
C 0.03 0.03 -0.05
N 2.23 1.19 0.20
N 3.74 -0.55 -0.06
O 2.30 -1.01 -0.11
H -0.44 -0.75 0.56
H -0.33 0.11 -1.15
H -0.36 0.95 0.51


Most stable structure - one; separation to the second - 0.0973 hartree.


one | Here is a 2-piece molecular cluster, C10H12BrN2O overall from OMol25. Energies are from ωB97M-V with the def2-TZVPD basis set.

Computed properties:
**Lowest unoccupied orbital energy**: -3.61 eV
**Net charge**: +1
**Frontier orbital gap**: 0.2982 hartree
**HOMO energy**: -11.72 eV

Element x y z (Å)
C 2.04 2.27 0.21
C 0.71 2.78 0.46
C 2.08 0.93 -0.25
C -0.41 2.00 0.35
C 0.88 0.28 -0.59
C -0.36 0.70 -0.17
C -1.69 -1.03 1.87
C 1.04 -1.21 -0.94
C -0.18 -1.83 -1.63
C -1.50 -0.15 -0.22
N -1.83 0.04 2.62
N -1.43 -1.44 -0.85
O -1.53 -2.19 1.76
Br -3.29 0.83 -0.41
H 2.98 2.86 0.26
H 0.75 3.80 0.92
H 2.79 0.43 -0.80
H -1.35 2.45 0.61
H 1.91 -1.29 -1.73
H 1.19 -1.82 -0.07
H -0.39 -1.55 -2.61
H 0.00 -2.93 -1.50
H -1.68 0.91 2.13
H -1.89 -0.21 3.68
H -2.28 -1.56 -1.46
H -1.48 -2.22 -0.10


two | Here is an isolated ion of composition C10H12BrN2O and charge +1 from OMol25. Energies are from ωB97M-V with the def2-TZVPD basis set.

Computed properties:
**Lowest unoccupied orbital energy**: -3.06 eV
**Net charge**: +1
**Structure (SMILES)**: OC[N@+]1(c2ccccc2Br)C=NCC1
**Frontier orbital gap**: 0.3701 hartree
**HOMO energy**: -13.13 eV

Element x y z (Å)
O -0.44 0.00 2.26
C -0.24 -1.16 1.50
N -0.48 -0.72 0.11
C 0.35 0.50 -0.01
C -0.27 1.75 -0.03
C 0.54 2.90 0.01
C 1.84 2.77 -0.26
C 2.49 1.60 -0.39
C 1.78 0.45 -0.07
Br 2.80 -1.31 -0.25
C -2.04 -0.54 0.11
N -2.61 -1.17 -0.77
C -1.70 -1.86 -1.61
C -0.32 -1.77 -1.05
H -0.29 -0.26 3.16
H -0.96 -1.94 1.84
H 0.81 -1.57 1.66
H -1.41 1.71 0.12
H 0.14 3.95 0.05
H 2.48 3.71 -0.28
H 3.58 1.56 -0.61
H -2.54 -0.27 1.05
H -1.72 -1.57 -2.64
H -2.25 -2.83 -1.74
H -0.03 -2.73 -0.63
H 0.50 -1.22 -1.53


Most stable structure - one; separation to the second - 0.0105 hartree.